1.
{
  "formula": "C7H14O2",
  "method": "ωB97M-V/def2-TZVPD",
  "homo_lumo_gap_ev": 10.456,
  "e_above_lowest_kcal_mol": 87.7,
  "e_homo_ev": -9.6809,
  "species": ["C", "C", "C", "C", "O", "H", "H", "H", "H", "H", "H", "H", "H", "C", "C", "C", "O", "H", "H", "H", "H", "H", "H"],
  "positions_angstrom": [[1.8566, 0.1072, 0.2236], [1.4815, -0.7245, -1.0028], [2.3891, -0.7840, 1.3479], [0.6463, 0.9221, 0.6877], [0.7359, 1.9327, 1.3651], [2.6207, 0.8476, -0.0288], [0.4265, 2.2935, -1.3554], [2.3636, -1.2279, -1.3948], [0.7332, -1.4685, -0.7362], [2.6616, -0.2026, 2.2263], [1.0412, -0.0975, -1.7773], [1.6572, -1.5346, 1.6414], [3.2715, -1.3258, 1.0100], [-3.2314, -0.8873, 0.0089], [-2.5919, 0.1715, -0.7350], [-2.0553, 1.0619, -1.3743], [-0.3913, 0.0440, 0.9808], [-1.0112, 0.4949, 1.5727], [-3.8846, -0.5031, 0.7921], [-3.8583, -1.5049, -0.6356], [-2.4966, -1.5506, 0.4765], [-0.3880, 2.3070, -1.0300], [-1.9763, 1.6286, -2.2630]],
  "atomic_forces_ev_per_a": [[-0.386, 0.453, -1.362], [0.112, 0.099, 0.035], [-0.249, 0.118, 0.189], [0.570, -1.280, 5.115], [-0.231, -0.260, -1.811], [-0.041, -0.074, -0.074], [-2.885, 0.268, 1.072], [-0.016, -0.052, -0.106], [0.024, -0.092, 0.035], [-0.002, 0.051, 0.042], [0.096, -0.015, -0.119], [-0.132, 0.057, -0.005], [0.082, 0.117, -0.145], [-0.025, -0.533, 0.566], [0.745, 1.520, -1.187], [-2.031, -1.970, 0.368], [0.383, 0.415, -0.938], [0.179, 0.256, -0.134], [0.035, 0.116, 0.044], [0.075, 0.090, -0.154], [-0.021, 0.124, -0.060], [3.296, 0.093, -1.324], [0.421, 0.499, -0.049]],
  "lowdin_charge": [-0.347, -0.069, -0.053, -0.520, 0.063, 0.141, 0.106, 0.079, 0.080, 0.086, 0.065, 0.083, 0.082, -0.110, -0.183, 0.024, 0.021, 0.122, 0.082, 0.084, 0.078, 0.060, 0.026]
}



2.
{
  "formula": "C7H14O2",
  "method": "ωB97M-V/def2-TZVPD",
  "smiles": "C=CC(=C)C(=C)C.O.O",
  "homo_lumo_gap_ev": 9.199,
  "e_above_lowest_kcal_mol": 67.8,
  "e_homo_ev": -8.6917,
  "species": ["C", "C", "C", "C", "C", "C", "C", "H", "H", "H", "H", "H", "H", "H", "H", "H", "H", "H", "H", "O", "H", "H", "O"],
  "positions_angstrom": [[-0.6496, 2.2330, -1.4754], [-0.6678, 0.9461, -0.6527], [-1.6723, 0.7459, 0.1997], [0.5268, -0.6755, -1.9337], [0.4620, -0.0304, -0.7666], [1.3626, -0.2322, 0.3715], [1.7607, -1.4590, 0.6799], [0.1101, 2.8977, -1.0341], [-1.6267, 2.7212, -1.4344], [-0.4428, 2.0631, -2.5254], [-1.4937, -0.0992, 0.8486], [-2.4308, 1.4660, 0.4781], [1.1555, -1.5487, -2.1596], [-0.1414, -0.5731, -2.7857], [1.6527, 0.6817, 0.8703], [2.3545, -1.8299, 1.5096], [1.3296, -2.3940, 0.3297], [-2.0876, -2.1953, 0.3705], [-0.7191, -2.6025, 0.6755], [-1.3992, -2.7668, 0.0114], [0.2784, 2.2553, 2.7706], [0.3048, 0.8042, 3.1156], [0.7537, 1.4425, 2.5628]],
  "atomic_forces_ev_per_a": [[0.002, -0.355, 0.521], [-0.632, 1.431, -0.133], [1.293, -0.360, 0.567], [0.385, -1.426, -0.435], [-0.962, 0.235, -1.449], [0.073, -0.483, -0.699], [-0.224, -1.466, 1.387], [-0.156, -0.072, -0.396], [0.134, 0.016, 0.188], [0.347, -0.098, -0.151], [-0.593, -0.220, 0.305], [-0.124, -0.080, -0.423], [0.400, 0.637, 0.630], [-0.359, 0.690, 0.470], [0.316, -0.379, 0.143], [0.607, 1.202, 0.243], [-0.304, 0.504, -1.159], [-0.357, -0.060, -0.433], [0.363, -0.228, -0.230], [-0.092, 0.204, 0.639], [0.137, 0.123, -0.138], [-0.034, -0.483, 0.115], [-0.221, 0.669, 0.438]],
  "lowdin_charge": [-0.050, -0.330, 0.037, 0.071, -0.304, -0.135, 0.012, 0.087, 0.073, 0.068, 0.044, 0.066, 0.076, 0.074, 0.084, 0.054, 0.052, 0.024, 0.010, -0.057, 0.051, 0.044, -0.051]
}



3.
{
  "formula": "C7H14O2",
  "method": "ωB97M-V/def2-TZVPD",
  "homo_lumo_gap_ev": [8.227, 8.228],
  "e_above_lowest_kcal_mol": 176.4,
  "e_homo_ev": [-7.4220, -7.4231],
  "species": ["C", "C", "C", "C", "C", "C", "C", "O", "O", "H", "H", "H", "H", "H", "H", "H", "H", "H", "H", "H", "H", "H", "H"],
  "positions_angstrom": [[0.1980, -0.5840, 0.0633], [-0.4795, 1.5494, -0.6398], [0.7752, -1.1704, -1.2003], [-1.1110, -1.1326, 0.5539], [-1.6145, 1.1538, -1.5529], [0.7331, 0.5732, 0.5826], [1.6274, 1.3335, 1.1479], [1.5456, -1.4675, 1.3408], [0.8879, -1.8505, 2.5654], [1.2430, -1.2213, 3.2082], [0.2972, 2.0633, -1.2030], [-0.8398, 2.1723, 0.1754], [1.7081, -0.6890, -1.4833], [0.0578, -1.1422, -2.0205], [0.9786, -2.2211, -0.9983], [-0.8731, -2.0431, 1.1100], [-1.6071, -0.4693, 1.2597], [-1.7736, -1.3920, -0.2701], [2.4159, 0.8819, 1.7321], [1.6043, 2.4108, 1.0480], [-2.0261, 2.0473, -2.0348], [-1.2972, 0.4973, -2.3635], [-2.4502, 0.7003, -1.0210]],
  "atomic_forces_ev_per_a": [[1.584, -2.580, 1.859], [1.434, 0.587, 1.524], [-0.075, 0.014, 0.145], [0.253, -0.096, 0.236], [-0.145, -0.482, 0.034], [-2.350, 2.507, -3.152], [0.081, -0.133, 0.263], [-0.839, -0.502, -0.392], [0.103, 0.064, -0.322], [-0.039, 0.021, -0.162], [0.013, 0.065, 0.105], [-0.059, 0.285, -0.154], [-0.065, 0.055, -0.014], [-0.002, 0.169, -0.007], [0.019, -0.004, 0.108], [0.021, 0.028, -0.066], [-0.008, 0.100, -0.136], [0.012, 0.086, -0.042], [-0.060, -0.042, 0.109], [-0.082, 0.016, -0.087], [0.209, 0.062, 0.122], [-0.061, -0.090, 0.049], [0.059, -0.131, -0.020]],
  "lowdin_charge": [-0.341, -0.105, -0.009, -0.023, -0.139, -0.167, 0.069, -0.290, -0.144, 0.067, 0.087, 0.084, 0.101, 0.078, 0.099, 0.091, 0.101, 0.087, 0.076, 0.074, 0.079, 0.062, 0.065]
}



4.
{
  "formula": "C7H14O2",
  "method": "ωB97M-V/def2-TZVPD",
  "smiles": "C=C(C)[C@H](C)[C@@H](O)CO",
  "homo_lumo_gap_ev": 10.195,
  "e_above_lowest_kcal_mol": 33.2,
  "e_homo_ev": -9.4566,
  "species": ["C", "C", "C", "C", "C", "C", "C", "O", "O", "H", "H", "H", "H", "H", "H", "H", "H", "H", "H", "H", "H", "H", "H"],
  "positions_angstrom": [[-0.0689, -1.2068, -0.0447], [-0.5054, 0.2788, 0.1124], [-0.8614, -2.1603, 0.8732], [-0.2349, 0.8297, 1.5241], [1.1563, 0.8473, -1.8594], [0.0009, 1.2387, -0.9752], [-0.6201, 2.4113, -1.1778], [1.3328, -1.4245, 0.2006], [-0.0544, -2.6075, 1.9609], [1.7395, -0.5686, 0.4238], [0.8531, -2.6443, 1.5904], [-0.2634, -1.5126, -1.0790], [-1.5998, 0.2735, -0.0145], [-1.1670, -3.0460, 0.3060], [-1.7705, -1.7026, 1.2742], [0.6030, 0.3313, 2.0196], [-1.1191, 0.6763, 2.1545], [-0.0263, 1.9048, 1.5265], [0.9290, -0.0652, -2.4184], [2.0656, 0.6958, -1.2729], [1.3814, 1.6232, -2.6003], [-0.3009, 3.1064, -1.9515], [-1.4695, 2.7212, -0.5726]],
  "atomic_forces_ev_per_a": [[-0.096, 0.723, -0.182], [-0.077, 0.021, -0.236], [0.441, -0.704, 0.431], [-0.103, 0.011, 0.449], [0.038, 0.162, -0.116], [-0.339, 0.512, -0.476], [0.204, -0.528, 0.214], [-0.068, 0.718, -0.207], [0.074, 0.210, -0.284], [-0.204, -0.595, -0.059], [-0.584, 0.110, 0.378], [0.058, 0.122, 0.055], [0.272, -0.132, -0.010], [-0.103, 0.109, -0.147], [0.195, 0.085, 0.007], [-0.050, 0.003, -0.025], [0.281, -0.063, 0.003], [-0.082, -0.231, -0.176], [0.179, -0.049, 0.192], [0.018, -0.174, -0.131], [-0.159, -0.055, 0.229], [0.025, -0.169, 0.145], [0.079, -0.088, -0.056]],
  "lowdin_charge": [-0.310, -0.284, -0.196, -0.042, -0.058, -0.321, 0.038, -0.052, -0.078, 0.093, 0.082, 0.139, 0.141, 0.114, 0.120, 0.080, 0.085, 0.080, 0.084, 0.078, 0.080, 0.061, 0.067]
}



5.
{
  "formula": "C7H14O2S",
  "method": "ωB97M-V/def2-TZVPD",
  "smiles": "CC(C)C(C(C)C)=S(=O)=O",
  "homo_lumo_gap_ev": 8.030,
  "e_above_lowest_kcal_mol": 116.4,
  "e_homo_ev": -8.9784,
  "species": ["C", "C", "C", "C", "C", "C", "C", "O", "O", "S", "H", "H", "H", "H", "H", "H", "H", "H", "H", "H", "H", "H", "H", "H"],
  "positions_angstrom": [[-0.2994, -0.0218, 0.5430], [0.3984, 1.7682, -1.1299], [-1.0690, 2.3711, 0.7605], [0.4286, -1.7121, -1.3149], [1.2169, -2.0111, 1.1075], [0.0904, 1.4697, 0.3311], [0.9000, -1.0158, -0.0173], [-1.8419, -2.1296, 0.4379], [-2.9636, -0.0889, 1.0845], [-1.8789, -0.7092, 0.3798], [-0.5192, 1.6211, -1.6904], [0.7359, 2.7068, -1.1315], [1.1360, 1.0239, -1.4631], [-0.8196, 3.3188, 0.5101], [-1.2949, 2.4475, 1.8093], [-1.8844, 2.1893, 0.1939], [0.1920, -1.0528, -2.0553], [1.3536, -2.1932, -1.8559], [-0.2555, -2.4722, -1.2669], [0.6275, -2.8795, 0.7959], [1.0022, -1.6907, 2.1443], [2.2118, -2.2710, 1.0742], [0.8538, 1.5922, 1.0264], [1.6793, -0.2607, -0.2730]],
  "atomic_forces_ev_per_a": [[0.940, -1.038, -2.048], [-0.545, -4.299, 0.969], [2.130, -1.090, 1.683], [5.421, -0.653, -0.050], [-1.949, 0.344, -0.555], [-4.032, -1.722, 0.019], [-2.602, 1.713, 0.662], [-0.036, -1.634, -0.528], [-0.544, 0.828, -0.367], [2.159, 1.614, 1.837], [-0.041, 0.235, -0.221], [1.451, 3.714, -0.750], [-0.103, 0.743, -0.412], [1.044, 3.315, -0.849], [-0.167, -0.687, 0.469], [-2.942, -0.963, -1.495], [-1.233, 2.196, -1.739], [-1.215, 0.496, 1.300], [-1.820, -1.592, 0.704], [0.090, -0.115, 0.888], [-0.204, -0.010, -0.699], [2.407, -0.712, -0.120], [1.978, 0.347, 0.868], [-0.186, -1.028, 0.432]],
  "lowdin_charge": [-0.179, -0.036, -0.068, -0.093, -0.057, -0.382, -0.353, -0.336, -0.341, 0.788, 0.102, 0.042, 0.077, 0.045, 0.097, 0.040, 0.031, 0.127, 0.033, 0.079, 0.097, 0.044, 0.124, 0.117]
}



6.
{
  "formula": "C7H14O3",
  "method": "ωB97M-V/def2-TZVPD",
  "homo_lumo_gap_ev": [7.720, 7.720],
  "e_above_lowest_kcal_mol": 100.1,
  "e_homo_ev": [-7.8530, -7.8527],
  "species": ["C", "C", "C", "O", "O", "O", "H", "H", "H", "H", "H", "H", "C", "C", "C", "C", "H", "H", "H", "H", "H", "H", "H", "H"],
  "positions_angstrom": [[-0.5214, 0.4921, 1.5481], [-1.2169, 1.7279, 1.0232], [1.0530, -0.0399, 0.7525], [1.2468, -1.3042, 1.3223], [-1.3814, -0.5280, 2.0098], [1.8256, 0.9141, 0.9233], [0.9117, -1.2935, 2.2330], [-2.1658, -0.5668, 1.4475], [0.0714, 0.7784, 2.4205], [-0.4883, 2.3777, 0.5352], [-2.0227, 1.4785, 0.3251], [-1.6858, 2.2807, 1.8433], [2.0357, 0.2998, -1.8516], [-1.3229, -1.3775, -0.9796], [1.0797, -0.5738, -1.0802], [-0.2924, -0.3155, -1.0785], [1.3611, -1.6239, -1.0556], [-0.6122, 0.6912, -1.3214], [-1.0650, -2.0700, -0.1749], [-2.3173, -0.9665, -0.8032], [3.0241, 0.2426, -1.3954], [2.1127, -0.0395, -2.8881], [1.7204, 1.3440, -1.8288], [-1.3503, -1.9278, -1.9264]],
  "atomic_forces_ev_per_a": [[2.014, -0.445, -0.393], [-0.057, -0.180, -0.036], [-2.850, 2.215, 4.026], [0.544, -0.509, -0.759], [-0.269, 0.016, -0.320], [0.166, -1.028, -1.336], [-0.102, 0.208, -0.384], [0.186, -0.023, 0.103], [-0.139, 0.112, 0.102], [-0.062, -0.013, 0.013], [0.074, -0.002, -0.135], [0.099, -0.041, -0.055], [0.136, 0.225, 0.632], [-0.064, 0.098, 0.494], [-1.622, -0.153, -1.802], [1.976, -0.542, -0.749], [-0.022, 0.058, 0.406], [0.054, 0.095, 0.162], [-0.009, -0.077, -0.100], [-0.004, -0.055, 0.005], [-0.003, 0.086, -0.027], [-0.111, -0.028, 0.100], [0.024, -0.059, -0.045], [0.045, 0.039, 0.098]],
  "lowdin_charge": [-0.327, -0.062, -0.537, 0.016, -0.045, 0.001, 0.109, 0.075, 0.128, 0.087, 0.070, 0.084, -0.061, -0.050, -0.204, -0.076, 0.139, 0.126, 0.099, 0.078, 0.085, 0.083, 0.086, 0.100]
}



- Which formula does entry 2 have?
  C7H14O2